DFT (wB97M-V/def2-TZVPD) results for a molecular structure, C37H28IrN5O4P2S2Se2.

Structure (XYZ):
```
81
Properties=species:S:1:pos:R:3:forces:R:3:mulliken_charge:R:1
Ir 0.717 1.886 1.849 0.081 0.208 -0.569 1.044
Se -2.805 -1.977 -2.320 -0.037 -0.021 -0.045 -0.321
P -1.604 -0.426 -3.029 0.150 0.118 -0.017 1.082
C -0.225 -0.921 -4.101 -0.021 -0.074 0.062 -0.226
C -0.127 -2.239 -4.530 -0.021 -0.002 0.013 -0.374
C 0.942 -2.629 -5.327 0.014 0.028 -0.014 -0.733
C 1.910 -1.703 -5.690 0.003 -0.004 0.018 -0.485
C 1.813 -0.384 -5.260 -0.002 -0.004 -0.006 -0.889
C 0.746 0.012 -4.469 0.052 0.017 0.013 0.154
C -2.477 0.889 -3.903 -0.062 -0.041 -0.003 0.616
C -2.279 1.126 -5.257 0.028 0.000 -0.005 -0.369
C -3.021 2.106 -5.902 -0.026 0.007 0.012 -0.718
C -3.958 2.845 -5.196 0.005 -0.008 -0.002 -0.478
C -4.166 2.598 -3.844 0.007 -0.003 -0.005 -0.717
C -3.434 1.618 -3.199 -0.015 0.026 -0.001 -0.466
C -0.744 0.504 -1.711 0.076 -0.198 0.096 0.175
C -0.212 0.173 -0.476 0.167 -0.294 0.076 -0.110
N 0.353 1.336 -0.022 -0.560 0.032 0.206 0.711
N 0.144 2.312 -0.898 0.115 0.113 -0.026 -1.157
N -0.484 1.826 -1.915 -0.015 0.050 -0.049 -0.048
P 0.101 -1.264 0.570 0.047 0.328 0.019 1.362
Se 0.256 -0.386 2.596 -0.133 -0.025 -0.101 -0.203
C 1.652 -2.001 0.044 -0.124 -0.001 -0.119 0.293
C 2.017 -1.963 -1.299 0.041 0.045 -0.012 0.383
C 3.177 -2.603 -1.711 -0.001 -0.003 0.022 -0.529
C 3.959 -3.282 -0.789 -0.011 0.011 -0.032 -0.597
C 3.590 -3.323 0.550 0.001 0.008 0.019 -0.813
C 2.439 -2.680 0.971 -0.011 0.001 0.019 -0.634
C -1.175 -2.491 0.650 0.063 -0.012 0.027 0.552
C -2.383 -2.162 1.265 -0.056 0.095 0.017 -0.555
C -3.389 -3.109 1.308 -0.003 -0.015 -0.013 -0.700
C -3.185 -4.366 0.750 0.045 0.019 -0.009 -0.556
C -1.973 -4.689 0.153 -0.039 -0.015 0.029 -0.717
C -0.958 -3.751 0.099 0.003 -0.066 0.053 -0.577
H -0.890 -2.949 -4.236 0.007 0.006 0.007 0.356
H 1.014 -3.653 -5.669 -0.001 -0.001 0.002 0.430
H 2.740 -2.005 -6.315 -0.004 -0.002 0.002 0.420
H 2.564 0.339 -5.550 0.000 0.001 0.000 0.438
H 0.668 1.042 -4.142 -0.006 -0.007 0.005 0.464
H -1.553 0.551 -5.818 -0.007 0.000 0.015 0.328
H -2.867 2.288 -6.957 -0.002 0.004 -0.002 0.414
H -4.534 3.609 -5.700 0.001 0.001 -0.002 0.390
H -4.905 3.168 -3.296 -0.006 -0.001 0.002 0.401
H -3.611 1.411 -2.150 0.008 -0.012 0.005 0.419
H 1.412 -1.436 -2.026 -0.031 0.016 -0.030 -0.051
H 3.462 -2.567 -2.753 0.004 -0.004 -0.027 0.497
H 4.863 -3.781 -1.113 0.000 0.000 0.001 0.414
H 4.203 -3.853 1.267 -0.002 0.002 -0.001 0.431
H 2.159 -2.693 2.017 -0.013 -0.016 0.023 0.468
H -2.537 -1.173 1.690 -0.003 -0.071 -0.014 0.463
H -4.334 -2.866 1.774 -0.007 -0.001 -0.005 0.460
H -3.979 -5.101 0.782 -0.002 -0.006 0.003 0.396
H -1.821 -5.670 -0.277 -0.012 -0.003 0.002 0.427
H -0.016 -3.998 -0.373 -0.008 0.035 -0.014 0.407
O 0.150 2.395 4.506 -0.138 -0.126 0.376 -0.576
S 1.484 2.885 4.774 0.061 -0.075 0.065 1.170
O 1.657 4.159 5.373 0.118 -0.015 -0.001 -0.620
N 2.170 2.739 3.247 -0.661 -0.249 -0.020 -0.698
C 2.938 1.653 3.163 0.088 0.232 -0.533 0.600
S 2.993 1.079 1.550 0.469 0.092 0.593 -0.226
C 3.289 1.068 4.459 0.098 -0.197 0.046 0.719
C 4.163 0.029 4.732 -0.008 0.044 -0.022 -0.741
C 4.282 -0.390 6.050 0.010 -0.010 0.023 -0.596
C 3.536 0.206 7.062 -0.016 0.022 0.002 -0.516
C 2.642 1.240 6.792 0.030 0.003 0.015 -0.786
C 2.535 1.646 5.482 0.026 -0.025 -0.140 0.312
H 4.741 -0.428 3.940 -0.007 -0.003 0.000 0.509
H 4.964 -1.191 6.299 0.008 0.001 -0.009 0.419
H 3.649 -0.144 8.080 -0.006 0.005 0.004 0.420
H 2.060 1.700 7.578 -0.016 -0.002 -0.002 0.491
O -2.925 1.120 2.571 -0.021 0.014 0.006 -0.545
C -2.477 2.220 2.410 -0.187 -0.033 -0.009 -0.035
C -3.185 3.561 2.617 0.038 -0.045 0.039 -0.523
C -2.132 4.645 2.331 -0.030 -0.001 -0.076 -0.545
C -0.944 3.835 1.919 -0.129 0.023 0.049 0.680
O 0.223 4.157 1.649 0.208 -0.077 -0.216 -0.649
N -1.192 2.511 1.958 0.408 0.100 0.197 0.100
H -3.562 3.585 3.638 0.004 0.025 -0.006 0.330
H -4.046 3.601 1.951 0.014 0.022 -0.018 0.324
H -1.858 5.227 3.211 -0.029 0.020 -0.013 0.285
H -2.409 5.345 1.543 -0.008 -0.004 0.003 0.321
```
Forces are in eV/Å.

Results
HOMO (alpha / beta): -10.2 / -10.2 eV
HOMO-LUMO gap (alpha / beta): 5.954 / 4.705 eV
multiplicity: 2
<S²>: 0.76
LUMO energy (alpha / beta): -4.25 / -5.50 eV
calculated total energy: -8387.58999 a.u.
charge: +1